# 1
Below is a cluster of 12 separate species, C40H120N12O12P4S8 in total, with properties calculated with ωB97M-V with the def2-TZVPD basis set.

Calculated values
LUMO energy = 0.03 eV
HOMO-LUMO gap = 0.2893 hartree
Energy above the lowest of the compared OMol25 structures with the same formula, charge and spin = 0.00 kcal/mol

Positions of all 196 atoms, in Å:
1 O -2.57 -2.80 6.76
2 P -3.28 -1.87 5.85
3 N -4.59 -1.05 6.46
4 C -5.73 -1.88 6.78
5 C -4.38 -0.03 7.45
6 N -3.86 -2.69 4.53
7 C -4.63 -2.06 3.49
8 C -3.22 -3.93 4.15
9 N -2.32 -0.67 5.19
10 C -1.12 -1.10 4.50
11 C -2.83 0.64 4.80
12 H -5.81 -2.73 6.10
13 H -6.64 -1.28 6.80
14 H -5.66 -2.30 7.80
15 H -4.41 -0.55 8.43
16 H -5.18 0.71 7.54
17 H -3.38 0.38 7.55
18 H -5.17 -1.18 3.85
19 H -3.99 -1.71 2.66
20 H -5.32 -2.80 3.08
21 H -2.41 -3.68 3.46
22 H -2.84 -4.42 5.05
23 H -3.89 -4.69 3.74
24 H -0.52 -0.22 4.27
25 H -0.54 -1.79 5.12
26 H -1.31 -1.57 3.53
27 H -1.99 1.22 4.40
28 H -3.32 1.14 5.61
29 H -3.45 0.53 3.89
30 O -1.63 -1.49 0.46
31 P -0.95 -0.94 -0.73
32 N -1.86 -1.08 -2.10
33 C -3.22 -1.62 -2.06
34 C -1.66 -0.13 -3.20
35 N 0.51 -1.65 -1.05
36 C 1.27 -1.56 -2.29
37 C 1.28 -2.07 0.09
38 N -0.65 0.68 -0.52
39 C 0.53 1.35 -1.10
40 C -1.76 1.52 -0.11
41 H -3.77 -1.49 -2.99
42 H -3.75 -1.24 -1.19
43 H -3.23 -2.71 -1.96
44 H -0.71 -0.29 -3.70
45 H -1.74 0.91 -2.85
46 H -2.38 -0.23 -4.02
47 H 2.01 -0.75 -2.31
48 H 1.83 -2.50 -2.37
49 H 0.65 -1.60 -3.17
50 H 0.78 -1.87 1.04
51 H 1.57 -3.13 0.06
52 H 2.25 -1.54 0.13
53 H 0.59 0.98 -2.12
54 H 0.37 2.42 -1.00
55 H 1.38 1.06 -0.49
56 H -2.22 2.04 -0.97
57 H -1.47 2.31 0.58
58 H -2.51 0.87 0.33
59 O 1.88 2.86 -5.46
60 P 3.35 2.87 -5.42
61 N 4.08 4.27 -5.89
62 C 3.36 5.00 -6.94
63 C 5.52 4.39 -6.01
64 N 4.02 1.62 -6.30
65 C 5.34 1.08 -6.09
66 C 3.21 0.82 -7.16
67 N 4.07 2.62 -3.92
68 C 3.60 1.39 -3.29
69 C 4.14 3.74 -2.99
70 H 3.15 4.32 -7.78
71 H 3.97 5.80 -7.36
72 H 2.38 5.38 -6.66
73 H 5.92 3.78 -6.83
74 H 5.98 4.13 -5.06
75 H 5.80 5.42 -6.26
76 H 5.88 0.99 -7.04
77 H 5.88 1.74 -5.41
78 H 5.31 0.08 -5.63
79 H 3.11 -0.23 -6.84
80 H 2.19 1.18 -7.31
81 H 3.59 0.80 -8.20
82 H 3.42 0.64 -4.06
83 H 4.30 1.02 -2.53
84 H 2.61 1.56 -2.87
85 H 5.01 3.65 -2.34
86 H 3.22 3.85 -2.40
87 H 4.26 4.68 -3.52
88 O 3.77 3.79 3.39
89 P 3.35 2.85 4.44
90 N 3.41 1.26 3.98
91 C 2.34 0.67 3.20
92 C 4.73 0.66 3.79
93 N 1.85 3.02 5.08
94 C 1.34 4.35 5.34
95 C 1.18 1.99 5.87
96 N 4.43 2.91 5.71
97 C 5.21 4.14 5.92
98 C 4.30 2.09 6.89
99 H 2.47 -0.41 3.18
100 H 2.27 1.11 2.20
101 H 1.38 0.94 3.64
102 H 4.79 0.01 2.91
103 H 5.01 0.06 4.65
104 H 5.49 1.43 3.65
105 H 0.25 4.37 5.23
106 H 1.64 4.71 6.34
107 H 1.69 5.09 4.62
108 H 0.81 2.41 6.81
109 H 0.28 1.66 5.33
110 H 1.81 1.13 6.02
111 H 5.86 4.02 6.77
112 H 5.76 4.33 5.00
113 H 4.52 4.99 6.01
114 H 5.28 1.88 7.32
115 H 3.86 1.13 6.63
116 H 3.64 2.51 7.67
117 C 1.74 5.75 1.21
118 S 0.53 4.45 1.31
119 O -0.03 4.51 2.67
120 C -0.60 5.07 0.05
121 H 2.67 5.41 1.68
122 H 1.43 6.62 1.78
123 H 2.03 5.94 0.17
124 H -0.18 4.81 -0.92
125 H -0.74 6.15 0.15
126 H -1.58 4.63 0.18
127 C -4.89 -4.21 -4.41
128 S -4.99 -5.00 -2.80
129 O -6.24 -5.76 -2.60
130 C -3.78 -6.31 -3.04
131 H -5.84 -3.76 -4.70
132 H -4.56 -4.88 -5.20
133 H -4.21 -3.37 -4.25
134 H -3.86 -6.61 -4.09
135 H -3.98 -7.13 -2.37
136 H -2.74 -5.97 -3.00
137 C 7.31 -1.38 -2.07
138 S 5.97 -2.46 -2.56
139 O 6.54 -3.82 -2.78
140 C 5.06 -2.59 -1.02
141 H 7.71 -0.87 -2.94
142 H 8.11 -2.04 -1.73
143 H 7.07 -0.66 -1.29
144 H 5.55 -3.17 -0.24
145 H 4.07 -2.95 -1.30
146 H 4.85 -1.58 -0.65
147 C -6.35 -2.22 0.09
148 S -6.77 -0.55 -0.47
149 O -8.06 -0.23 0.21
150 C -5.55 0.26 0.60
151 H -6.53 -2.28 1.16
152 H -5.31 -2.49 -0.12
153 H -7.00 -2.90 -0.47
154 H -5.58 -0.19 1.59
155 H -5.73 1.33 0.55
156 H -4.54 0.09 0.21
157 C 2.88 -5.96 -1.31
158 S 2.06 -5.88 -2.92
159 O 1.12 -4.73 -2.90
160 C 3.55 -5.44 -3.84
161 H 2.85 -4.96 -0.88
162 H 3.88 -6.38 -1.39
163 H 2.30 -6.62 -0.66
164 H 3.22 -5.14 -4.83
165 H 4.17 -6.33 -3.83
166 H 4.15 -4.68 -3.33
167 C -1.55 0.17 -7.53
168 S -3.10 0.90 -6.99
169 O -3.78 -0.12 -6.15
170 C -2.34 2.11 -5.90
171 H -1.69 -0.53 -8.34
172 H -0.95 -0.14 -6.68
173 H -0.97 1.01 -7.93
174 H -3.06 2.85 -5.55
175 H -1.50 2.57 -6.43
176 H -1.89 1.60 -5.06
177 C -3.23 3.58 2.86
178 S -3.97 4.59 1.55
179 O -4.25 3.70 0.39
180 C -5.53 4.87 2.38
181 H -2.76 4.28 3.53
182 H -2.53 2.86 2.45
183 H -4.02 3.00 3.34
184 H -6.11 3.96 2.49
185 H -6.14 5.41 1.65
186 H -5.45 5.54 3.23
187 C -2.81 -5.92 0.41
188 S -1.55 -5.44 1.64
189 O -1.36 -6.53 2.62
190 C -0.15 -5.49 0.48
191 H -2.47 -6.12 -0.60
192 H -3.58 -5.16 0.40
193 H -3.15 -6.89 0.78
194 H 0.63 -5.06 1.11
195 H -0.38 -5.01 -0.46
196 H 0.07 -6.54 0.30

---

# 2
Below is a cluster of 2 separate species, C5H7NO2 in total, with properties calculated with ωB97M-V with the def2-TZVPD basis set.

Calculated values
LUMO energy (spin up / spin down) = -1.01 / -1.01 eV
HOMO-LUMO gap (spin up / spin down) = 0.2850 / 0.2850 hartree
Energy above the lowest of the compared OMol25 structures with the same formula, charge and spin = 128.93 kcal/mol

Positions of all 15 atoms, in Å:
1 H -2.11 0.34 -0.84
2 N -1.32 0.83 -0.42
3 C -0.17 0.41 -0.01
4 C 0.57 1.08 1.13
5 C 0.92 0.32 -1.30
6 O 2.03 0.77 -1.27
7 O 0.24 0.36 -2.45
8 H -0.10 1.13 1.99
9 H 0.88 2.08 0.83
10 H 1.47 0.52 1.36
11 H -0.71 0.21 -2.19
12 C 0.11 -2.29 0.50
13 C -0.69 -1.43 0.86
14 H 0.46 -3.30 0.53
15 H -1.59 -1.04 1.28

---

# 3
Below is a structure of composition C8H10F6NaO12S2, with properties calculated with ωB97M-V with the def2-TZVPD basis set.

Calculated values
Net charge = -1
LUMO energy = 1.56 eV
HOMO-LUMO gap = 0.2549 hartree

Positions of all 39 atoms, in Å:
1 Na -19.38 -14.14 -0.92
2 C -24.33 -12.69 0.28
3 F -25.47 -12.95 0.79
4 F -24.46 -12.25 -0.98
5 F -23.63 -11.83 1.06
6 S -23.24 -14.30 0.12
7 O -23.34 -15.00 1.40
8 O -24.05 -14.99 -0.91
9 O -21.85 -13.94 -0.24
10 C -19.41 -17.34 -4.25
11 F -19.92 -17.23 -5.45
12 F -19.65 -18.60 -3.75
13 F -18.09 -17.08 -4.19
14 S -20.21 -16.04 -3.03
15 O -19.57 -14.75 -3.41
16 O -21.65 -15.96 -3.13
17 O -19.84 -16.47 -1.66
18 C -14.00 -15.76 -0.74
19 C -14.46 -15.25 0.60
20 O -15.59 -14.56 0.21
21 C -16.06 -15.10 -0.93
22 O -17.13 -14.65 -1.40
23 O -15.19 -15.93 -1.47
24 H -13.46 -16.71 -0.68
25 H -13.41 -15.07 -1.34
26 H -13.61 -14.67 0.96
27 H -14.84 -16.01 1.28
28 C -19.31 -11.69 3.16
29 O -19.03 -10.67 2.15
30 C -18.97 -11.03 0.87
31 O -19.00 -12.18 0.50
32 O -18.86 -9.94 0.13
33 C -18.49 -9.97 -1.22
34 H -18.45 -12.07 3.70
35 H -19.93 -12.49 2.74
36 H -19.85 -11.28 4.02
37 H -19.07 -9.25 -1.81
38 H -18.72 -10.93 -1.67
39 H -17.45 -9.67 -1.35

---

# 4
Below is the ion C4H9Cl2NO2P with charge +1, with properties calculated with ωB97M-V with the def2-TZVPD basis set.

Calculated values
Net charge = +1
LUMO energy = -5.59 eV
HOMO-LUMO gap = 0.2968 hartree
Energy above the lowest of the compared OMol25 structures with the same formula, charge and spin = 22.94 kcal/mol

Positions of all 19 atoms, in Å:
1 O -1.27 -1.77 -1.98
2 P -0.85 -1.78 0.11
3 Cl -2.54 -1.73 1.09
4 Cl 0.14 -3.42 0.21
5 N 0.12 -0.57 0.69
6 C 1.36 -0.41 -0.01
7 C 1.32 0.78 -0.94
8 O 1.01 1.93 -0.26
9 C -0.38 1.78 0.36
10 C -0.36 0.64 1.37
11 H -2.13 -1.53 -2.05
12 H 1.61 -1.29 -0.73
13 H 2.05 -0.13 0.73
14 H 2.16 0.92 -1.57
15 H 0.57 0.50 -1.79
16 H -1.31 1.71 -0.28
17 H -0.53 2.76 0.96
18 H 0.30 1.02 2.22
19 H -1.27 0.57 1.88

---

# 5
Below is a cluster of 10 separate species, C8H16B2O24 in total, with properties calculated with ωB97M-V with the def2-TZVPD basis set.

Calculated values
Net charge = -2
LUMO energy = 4.33 eV
HOMO-LUMO gap = 0.3466 hartree
Energy above the lowest of the compared OMol25 structures with the same formula, charge and spin = 0.00 kcal/mol

Positions of all 50 atoms, in Å:
1 O -11.66 12.75 17.19
2 C -11.31 12.68 16.04
3 O -10.31 11.98 15.62
4 B -10.13 12.12 14.15
5 O -11.24 12.98 13.73
6 C -11.95 13.36 14.79
7 O -12.89 14.13 14.77
8 O -10.14 10.85 13.39
9 C -9.04 10.73 12.70
10 O -8.79 9.82 11.93
11 C -8.25 12.06 12.89
12 O -8.87 12.78 13.80
13 O -7.35 12.38 12.15
14 O -6.45 10.33 14.99
15 C -7.24 9.65 15.60
16 O -8.19 8.90 15.12
17 B -9.11 8.48 16.20
18 O -8.50 8.95 17.45
19 C -7.35 9.60 17.13
20 O -6.64 10.18 17.91
21 O -9.33 7.00 16.25
22 C -10.64 6.75 16.19
23 O -11.18 5.67 16.14
24 C -11.37 8.07 16.04
25 O -10.47 9.06 16.07
26 O -12.57 8.15 15.96
27 O -10.24 3.91 14.20
28 H -10.37 4.39 15.03
29 H -10.99 3.31 14.15
30 O -3.73 10.49 15.36
31 H -3.44 11.37 15.64
32 H -4.70 10.56 15.33
33 O -5.69 12.08 21.06
34 H -6.23 11.95 20.28
35 H -5.24 11.24 21.17
36 O -15.27 7.13 16.64
37 H -15.36 6.43 17.29
38 H -14.36 7.46 16.76
39 O -14.38 7.84 13.38
40 H -13.89 7.02 13.52
41 H -13.74 8.53 13.54
42 O -9.24 9.13 20.17
43 H -8.84 9.36 19.32
44 H -10.00 9.71 20.25
45 O -3.96 11.19 18.27
46 H -4.88 10.94 18.13
47 H -3.45 10.55 17.76
48 O -11.76 10.12 18.92
49 H -11.09 10.42 18.30
50 H -12.57 10.55 18.61